No. 1
Formula: C5H12O
Source: the OMol25 dataset
Level of theory: ωB97M-V/def2-TZVPD

Last column: Mulliken charge in e.
CARTESIAN COORDINATES (ANGSTROEM)
C  -1.644  0.749  2.116  -1.288
C  -0.992  -0.209  1.135  -0.178
O  -0.123  0.555  0.315  -0.325
C  0.301  -0.037  -0.881  0.586
C  1.208  0.855  -1.635  -1.249
C  0.928  -1.369  -0.794  -0.887
H  -2.226  1.505  1.580  0.315
H  -0.880  1.261  2.709  0.301
H  -2.311  0.212  2.799  0.386
H  -0.426  -0.980  1.681  0.248
H  -1.750  -0.723  0.524  0.354
H  -0.413  0.155  -1.731  0.111
H  1.351  0.508  -2.665  0.418
H  2.465  0.307  -1.055  0.171
H  0.866  1.909  -1.589  0.319
H  0.518  -2.071  -0.043  0.357
H  2.262  -0.751  -0.663  0.030
H  1.040  -1.854  -1.767  0.332

Computed properties:
* largest force on an atom: 3.71 eV Å⁻¹
* gap between HOMO and LUMO: 10.694 eV

No. 2
Formula: C18H21ClN2O2S2
Source: the OMol25 dataset
Level of theory: ωB97M-V/def2-TZVPD

Last column: Mulliken charge in e.
CARTESIAN COORDINATES (ANGSTROEM)
C  2.810  3.973  1.123  -0.956
S  2.879  2.239  -0.043  0.000
C  1.362  2.548  -0.948  -0.556
C  -0.013  2.250  -0.157  -1.919
C  -0.240  0.841  -0.275  0.057
N  0.761  0.315  0.295  -0.030
C  1.350  -0.746  -0.538  0.173
O  1.043  -1.469  -1.593  -0.660
C  2.730  -1.236  0.257  -0.105
C  2.666  -1.849  1.386  0.177
C  3.759  -2.335  2.239  -0.672
C  5.068  -2.422  1.479  -0.961
C  5.048  -1.800  0.225  -0.180
C  4.029  -1.177  -0.522  0.607
Cl  3.971  -0.573  -1.926  -0.238
C  -1.419  0.710  0.636  0.206
O  -1.708  1.276  1.562  -0.604
N  -2.227  -0.239  0.391  0.233
C  -2.212  -1.353  -0.577  -1.218
C  -3.427  -0.540  1.261  -1.490
C  -4.717  -0.414  0.437  0.838
C  -5.190  0.863  0.064  -0.217
C  -6.292  1.048  -0.680  -0.516
C  -6.720  -0.427  -1.075  -0.651
S  -5.707  -1.545  0.131  -0.223
H  3.731  3.950  1.747  0.315
H  1.970  4.127  1.539  0.385
H  2.930  4.778  0.329  0.287
H  1.369  3.716  -1.454  0.378
H  1.737  1.876  -1.834  0.233
H  0.052  2.794  0.571  1.006
H  -0.765  2.918  -0.972  0.330
H  -0.514  0.371  -1.249  1.025
H  1.267  0.663  0.856  0.333
H  1.671  -1.820  2.214  0.102
H  3.786  -2.588  3.172  0.621
H  5.817  -2.528  2.048  0.517
H  5.971  -1.704  -0.487  0.144
H  -1.058  -1.533  -0.879  0.176
H  -2.567  -2.158  -0.452  0.841
H  -2.695  -0.970  -1.696  0.206
H  -3.620  -1.533  1.858  0.445
H  -3.468  0.075  2.109  0.478
H  -4.592  1.775  0.483  0.196
H  -6.965  1.829  -1.021  0.395
H  -7.619  -0.745  -1.425  0.495

Computed properties:
* largest force on an atom: 19.22 eV Å⁻¹
* SMILES: CSCC[C@@H](NC(=O)c1ccccc1Cl)C(=O)N(C)Cc1cccs1
* gap between HOMO and LUMO: 8.419 eV

Values of energy relative to the best compared isomer or geometry (same formula, charge and spin), in order: 421.1, 1754.3, all in kJ/mol.
Values of HOMO, in order: -0.351, -0.296, all in Ha.
Values of calculated total energy, in order: -272.78828, -2214.43580, all in hartree.